(1)
{
  "formula": "C26H35BIrN10O4",
  "method": "ωB97M-V/def2-TZVPD",
  "mol_weight_g_mol": 754.7,
  "total_charge": 2,
  "total_energy_ha": -1989.10359,
  "multiplicity": 2,
  "e_homo_ev": [-14.88, -14.86],
  "e_lumo_ha": [-0.2063, -0.3445],
  "elements": ["Ir", "C", "C", "C", "C", "C", "N", "N", "B", "N", "N", "C", "C", "C", "C", "C", "N", "N", "C", "C", "C", "C", "C", "H", "H", "H", "H", "H", "H", "H", "H", "H", "H", "H", "H", "H", "H", "H", "H", "H", "H", "H", "H", "H", "H", "O", "C", "O", "C", "C", "N", "N", "C", "C", "O", "O", "H", "H", "H", "N", "C", "N", "C", "C", "C", "C", "C", "H", "H", "H", "H", "H", "H", "H", "H", "H", "H"],
  "positions_angstrom": [[0.744, 0.698, 0.363], [2.297, 3.352, 2.247], [0.823, 3.149, 2.282], [-0.131, 3.898, 2.948], [-1.371, 3.360, 2.609], [-2.724, 3.793, 3.046], [-1.169, 2.332, 1.768], [0.178, 2.194, 1.573], [-2.202, 1.427, 1.035], [-1.898, -0.035, 1.439], [-0.596, -0.419, 1.417], [-0.535, -1.718, 1.803], [0.710, -2.539, 1.879], [-1.819, -2.129, 2.116], [-2.657, -1.039, 1.883], [-4.128, -0.916, 2.073], [-1.952, 1.511, -0.475], [-0.670, 1.468, -0.933], [-0.691, 1.746, -2.246], [0.491, 1.867, -3.146], [-2.012, 1.986, -2.621], [-2.780, 1.842, -1.481], [-4.248, 2.015, -1.300], [2.515, 4.412, 2.355], [2.726, 3.025, 1.302], [2.796, 2.832, 3.067], [0.050, 4.749, 3.582], [-2.632, 4.594, 3.776], [-3.274, 2.970, 3.502], [-3.307, 4.162, 2.202], [-3.310, 1.740, 1.319], [1.528, -2.127, 1.295], [0.503, -3.539, 1.501], [1.033, -2.658, 2.915], [-2.110, -3.097, 2.489], [-4.541, -1.871, 2.387], [-4.619, -0.610, 1.150], [-4.361, -0.174, 2.837], [1.411, 1.498, -2.710], [0.632, 2.916, -3.408], [0.296, 1.332, -4.075], [-2.356, 2.269, -3.601], [-4.712, 2.230, -2.259], [-4.468, 2.841, -0.623], [-4.707, 1.115, -0.891], [6.589, 0.706, 0.843], [6.019, 0.357, 1.985], [6.630, 0.116, 2.984], [4.519, 0.249, 2.014], [3.826, -0.120, 3.152], [2.514, -0.101, 2.857], [2.325, 0.234, 1.581], [3.521, 0.470, 1.060], [3.494, 1.013, -0.325], [4.484, 1.265, -0.954], [2.258, 1.207, -0.805], [5.957, 0.896, 0.123], [4.202, -0.373, 4.130], [1.731, -0.336, 3.449], [0.751, -0.952, -0.879], [0.262, -1.607, -1.702], [-0.258, -2.324, -2.633], [0.251, -2.262, -4.027], [0.947, -3.568, -4.372], [0.027, -4.761, -4.114], [-0.472, -4.771, -2.669], [-1.159, -3.460, -2.320], [0.908, -1.398, -4.116], [-0.621, -2.101, -4.664], [1.857, -3.661, -3.771], [1.254, -3.532, -5.417], [0.559, -5.688, -4.324], [-0.826, -4.725, -4.798], [0.369, -4.929, -1.987], [-1.177, -5.586, -2.507], [-1.438, -3.396, -1.268], [-2.057, -3.315, -2.924]],
  "lowdin_charge": [1.66, 0.01, -0.26, 0.07, -0.21, 0.01, 0.06, -0.08, -0.48, 0.05, -0.08, -0.30, -0.03, 0.05, -0.23, 0.02, 0.04, -0.05, -0.28, 0.00, 0.05, -0.24, 0.01, 0.11, 0.07, 0.10, 0.14, 0.10, 0.10, 0.10, 0.13, 0.05, 0.10, 0.09, 0.13, 0.10, 0.09, 0.10, 0.05, 0.10, 0.09, 0.13, 0.10, 0.09, 0.09, 0.17, -0.48, 0.16, -0.01, 0.06, 0.08, -0.10, -0.14, -0.48, 0.17, -0.20, 0.09, 0.16, 0.18, 0.09, -0.16, -0.05, -0.11, -0.16, -0.18, -0.17, -0.11, 0.13, 0.14, 0.12, 0.13, 0.12, 0.12, 0.12, 0.13, 0.12, 0.14]
}



(2)
{
  "formula": "C15H17N3O5",
  "method": "ωB97M-V/def2-TZVPD",
  "smiles": "N[C@@H](CC(=O)O)C(=O)N[C@@H](Cc1c[nH]c2ccccc12)C(=O)O",
  "mol_weight_g_mol": 319.3,
  "total_charge": 0,
  "total_energy_ha": -1122.14693,
  "multiplicity": 1,
  "e_homo_ev": -8.27,
  "e_lumo_ha": 0.0067,
  "elements": ["C", "C", "C", "C", "C", "C", "C", "C", "C", "C", "C", "C", "C", "C", "C", "H", "H", "H", "H", "H", "H", "H", "H", "H", "H", "H", "H", "H", "H", "H", "H", "H", "N", "N", "N", "O", "O", "O", "O", "O"],
  "positions_angstrom": [[-0.626, 1.395, -0.521], [-1.758, 0.498, -1.188], [-1.149, 2.080, 0.819], [-2.500, 2.645, 0.566], [-1.436, -1.968, -0.503], [-2.455, -2.730, 0.660], [-0.056, -2.104, -0.047], [1.210, -1.569, -0.512], [1.807, -1.606, -1.718], [1.889, -0.662, 0.288], [2.963, -0.106, -0.437], [1.727, -0.318, 1.676], [3.856, 0.814, 0.000], [2.787, 0.566, 2.140], [3.753, 1.080, 1.278], [0.706, 2.046, -1.901], [-0.707, 2.903, -1.917], [0.188, 0.909, -0.120], [-1.063, 1.245, 1.591], [-0.272, 2.759, 1.228], [-4.295, 2.096, 0.444], [-3.029, -0.883, -0.697], [-1.528, -2.535, -1.503], [-0.008, -2.430, 0.948], [0.019, -3.195, -0.160], [1.534, -2.103, -2.628], [3.405, -0.506, -2.552], [1.024, -0.733, 2.366], [4.596, 1.433, -0.530], [2.825, 0.691, 3.174], [4.515, 1.610, 1.878], [-4.174, -3.347, 0.682], [-0.014, 2.359, -1.302], [-2.028, -0.676, -0.773], [2.850, -0.734, -1.681], [-2.339, 1.152, -2.040], [-2.759, 3.725, 0.030], [-3.555, 1.883, 1.116], [-2.334, -2.446, 1.820], [-3.569, -3.239, 0.025]],
  "lowdin_charge": [-0.33, -0.46, -0.05, -0.49, -0.16, -0.36, -0.14, -0.22, -0.04, -0.17, -0.20, 0.04, -0.05, -0.06, -0.14, 0.06, 0.13, 0.07, 0.13, 0.17, 0.15, 0.16, 0.17, 0.10, 0.14, 0.13, 0.19, 0.10, 0.13, 0.07, 0.12, 0.06, 0.06, 0.13, 0.07, 0.08, 0.08, 0.03, 0.14, 0.13]
}



(3)
{
  "formula": "C15H12BrO8Pd",
  "method": "ωB97M-V/def2-TZVPD",
  "mol_weight_g_mol": 506.6,
  "total_charge": -1,
  "total_energy_ha": -3882.60121,
  "multiplicity": 5,
  "e_homo_ev": [-5.75, -6.00],
  "e_lumo_ha": [0.0854, 0.0315],
  "elements": ["Pd", "O", "C", "O", "C", "C", "C", "C", "C", "O", "C", "C", "O", "O", "H", "H", "H", "H", "H", "H", "H", "H", "Br", "C", "C", "C", "C", "C", "C", "C", "O", "O", "H", "H", "H", "H", "O"],
  "positions_angstrom": [[0.033, -0.334, -0.337], [3.244, -0.287, 2.413], [2.299, 0.034, 1.703], [1.406, -0.788, 1.272], [2.113, 1.529, 1.396], [0.704, 1.989, 1.796], [0.640, 3.512, 1.928], [0.679, 3.954, 0.443], [0.764, 2.609, -0.279], [-0.058, 1.773, 0.591], [2.169, 2.009, -0.095], [2.575, 0.997, -1.174], [3.651, 1.156, -1.734], [1.739, 0.063, -1.502], [2.873, 2.046, 1.977], [0.244, 1.410, 2.593], [-0.289, 3.817, 2.408], [1.472, 3.901, 2.514], [-0.228, 4.486, 0.161], [1.535, 4.587, 0.208], [0.347, 2.554, -1.280], [2.918, 2.794, -0.184], [-5.149, 3.123, -4.658], [-4.972, 2.207, -3.002], [-6.088, 2.060, -2.194], [-5.956, 1.391, -0.985], [-4.727, 0.883, -0.597], [-3.620, 1.040, -1.420], [-3.738, 1.705, -2.634], [-2.287, 0.496, -0.994], [-2.189, -0.111, 0.097], [-1.290, 0.680, -1.755], [-7.041, 2.463, -2.508], [-6.823, 1.271, -0.347], [-4.596, 0.359, 0.339], [-2.867, 1.815, -3.265], [-0.434, -2.139, -0.611]],
  "lowdin_charge": [1.24, 0.03, -0.62, -0.11, -0.11, -0.25, -0.09, -0.10, -0.24, -0.16, -0.11, -0.60, 0.04, -0.12, 0.14, 0.16, 0.11, 0.11, 0.11, 0.11, 0.15, 0.14, 0.71, -0.68, -0.14, -0.08, -0.02, -0.12, -0.06, -0.61, -0.05, -0.07, 0.09, 0.10, 0.12, 0.11, -0.17]
}



Short version: energy relative to the best compared isomer or geometry (same formula, charge and spin) = 74.1 571.0 0.0 kJ/mol, in the order given.
Short version: max |F| = 1.4 7.3 0.8 eV Å⁻¹, in the order given.